one.
The following is a quantum chemistry calculation of 14 unconnected molecules or ions with the total composition H27O14, from OMol25.

Atoms and positions in Å:
O  -1.21  1.42  0.78
H  -2.54  -1.29  -1.08
O  -2.07  -2.72  -0.08
H  -2.06  1.82  0.60
H  -3.25  -0.50  -3.69
O  0.29  1.07  3.23
H  -2.29  -1.82  -3.69
H  0.48  -2.73  -0.98
O  1.36  -2.34  -0.92
H  -0.55  -4.22  -0.28
H  1.33  -1.54  -0.37
O  -0.07  -4.98  -0.65
H  3.35  -1.64  -1.96
H  -1.43  -2.28  0.58
O  -0.77  -0.93  1.01
H  -4.12  -0.68  -1.04
H  -0.19  2.55  0.76
O  3.91  -1.81  -1.20
H  -1.87  2.40  2.35
H  -0.05  -1.30  0.48
O  -2.41  -0.90  -3.93
H  0.22  0.41  2.50
H  1.87  -0.28  -2.89
O  -2.41  2.49  3.14
H  -1.90  1.90  3.72
H  0.20  0.39  3.92
O  3.08  3.82  2.26
H  2.97  4.17  1.37
H  2.27  3.98  2.75
O  0.33  3.42  0.81
H  3.94  -2.74  -0.96
H  0.63  0.53  -2.96
O  -3.25  -0.69  -1.43
H  1.73  2.97  0.13
H  0.70  3.71  1.64
O  1.49  0.46  -3.39
H  0.65  -4.39  -0.94
H  -1.15  0.34  0.69
O  2.38  2.73  -0.63
H  -2.70  -3.09  0.55
H  3.12  2.26  -0.24

Results
Orbital gap in eV: 9.7
Lowest unoccupied orbital energy in eV: 2.65
Charge: -1

two.
The following is a quantum chemistry calculation of 14 unconnected molecules or ions with the total composition H27O14, from OMol25.

Atoms and positions in Å:
O  -1.91  -0.89  -2.21
H  0.62  2.02  -0.21
O  2.53  -1.14  0.74
H  -0.65  -0.21  0.00
H  1.99  0.72  -1.96
O  2.04  1.35  2.33
H  2.93  1.77  -1.76
H  -2.57  -1.24  -0.70
O  -2.96  -1.99  -0.17
H  1.79  -3.82  1.09
H  -3.75  -2.39  -0.53
O  2.26  -3.94  0.15
H  -2.15  0.38  -1.40
H  3.16  -1.36  1.48
O  -0.29  -0.95  0.51
H  -0.57  1.53  0.43
H  -1.94  0.58  3.39
O  -2.15  0.77  -0.47
H  -3.15  1.77  1.94
H  -0.92  -1.64  0.27
O  2.01  1.57  -1.57
H  2.31  0.53  1.73
H  -0.03  -0.95  -4.13
O  -3.36  1.00  2.45
H  -3.84  0.32  2.12
H  1.23  1.59  1.98
O  2.40  -1.33  -2.45
H  2.52  -2.01  -1.80
H  1.38  -1.48  -2.72
O  -1.31  0.87  4.03
H  -1.85  1.64  -0.42
H  -1.15  -0.47  -1.99
O  -0.02  2.27  0.41
H  1.22  4.18  0.53
H  -0.45  0.47  3.89
O  -0.01  -1.74  -3.58
H  1.64  -4.26  -0.42
H  -0.91  -1.68  -3.03
O  0.93  4.96  0.75
H  2.79  -1.77  0.13
H  0.17  4.97  1.16

Results
Orbital gap in eV: 8.9
Lowest unoccupied orbital energy in eV: 2.61
Charge: -1

Stability check: which of them is most stable? one.

one.
The following is a quantum chemistry calculation of a molecular structure, C4H8N2, from OMol25.

Atoms and positions in Å:
C  0.55  1.99  0.18
C  -0.16  0.25  -0.61
C  -0.66  -0.77  -1.45
C  0.61  -0.54  1.74
N  0.12  1.62  -0.97
N  0.27  0.30  0.65
H  0.61  2.95  0.70
H  -0.73  -1.88  -1.01
H  -0.20  -0.61  -2.35
H  -1.72  -0.61  -1.68
H  0.68  -1.61  1.21
H  -0.27  -0.63  2.42
H  1.52  -0.20  2.25
H  0.26  2.08  -1.96

Results
Orbital gap in eV: 8.8
Lowest unoccupied orbital energy in eV: -12.31
Charge: +2

two.
The following is a quantum chemistry calculation of a gas-phase ion, C4H8N2 (charge +2), from OMol25.

Atoms and positions in Å:
C  0.30  0.84  -1.86
C  -0.11  -0.63  0.12
C  -0.18  1.84  -2.61
C  -0.16  -1.37  2.41
N  0.01  0.35  -0.80
N  0.17  -0.48  1.35
H  1.42  0.94  -2.43
H  -0.80  -1.44  -0.10
H  -0.99  1.68  -3.42
H  0.26  2.92  -2.55
H  -0.98  -1.08  3.10
H  0.66  -1.54  3.16
H  -0.26  -2.34  2.11
H  0.67  0.31  1.52

Results
Orbital gap in eV: 7.3
Lowest unoccupied orbital energy in eV: -12.42
Charge: +2

Stability check: which of them is most stable? one.

one.
The following is a quantum chemistry calculation of a gas-phase ion, C4H8N2 (charge +2), from OMol25.

Atoms and positions in Å:
C  0.30  -1.01  -1.32
C  0.36  -0.31  -0.10
C  -0.16  -1.73  -2.37
C  -0.38  0.40  1.14
N  1.44  -0.49  -0.83
N  0.63  1.06  2.03
H  0.37  -1.55  -3.34
H  -1.28  -1.99  -2.24
H  0.37  -2.72  -2.42
H  -0.96  -0.27  1.76
H  -1.05  1.14  0.63
H  0.26  1.44  2.88
H  1.04  1.85  1.45
H  1.54  0.35  2.06

Results
Orbital gap in eV: 11.7
Lowest unoccupied orbital energy in eV: -9.52
Charge: +2
SMILES string: CC1=[N+]=C1C[NH3+]

two.
The following is a quantum chemistry calculation of 2 unconnected molecules or ions with the total composition C4H8N2, from OMol25.

Atoms and positions in Å:
C  1.48  -0.65  -0.50
C  -2.53  -0.43  0.16
C  -3.55  0.35  -0.29
C  3.57  0.53  0.13
N  -1.51  -0.85  0.48
N  2.49  -0.17  -0.20
H  0.54  -1.11  -0.78
H  -3.32  1.34  -0.15
H  -4.34  0.38  0.38
H  -3.85  -0.02  -1.22
H  4.24  0.74  -0.69
H  4.41  0.08  0.76
H  3.39  1.26  0.84
H  -1.02  -1.44  1.08

Results
Orbital gap in eV: 11.8
Lowest unoccupied orbital energy in eV: -8.71
Charge: +2

three.
The following is a quantum chemistry calculation of a gas-phase ion, C4H8N2 (charge +2), from OMol25.

Atoms and positions in Å:
C  -0.37  1.20  0.05
C  -0.16  -1.14  0.03
C  -1.64  0.58  -0.01
C  2.07  -0.03  -0.01
N  -1.43  -0.83  0.00
N  0.67  -0.12  0.04
H  0.03  2.20  0.07
H  0.19  -2.17  0.06
H  -2.35  0.91  0.78
H  -2.22  0.94  -0.90
H  2.52  0.05  0.99
H  2.40  0.85  -0.57
H  2.49  -0.93  -0.48
H  -2.20  -1.50  -0.04

Results
Orbital gap in eV: 8.8
Lowest unoccupied orbital energy in eV: -12.36
Charge: +2
SMILES string: C[N+]1=CC[NH+]=C1

four.
The following is a quantum chemistry calculation of a molecular structure, C4H8N2, from OMol25.

Atoms and positions in Å:
C  2.49  -0.74  0.15
C  -0.24  0.64  -0.11
C  0.17  2.03  0.00
C  -1.23  -1.57  -0.02
N  1.48  -0.19  0.11
N  -1.12  -0.19  -0.36
H  3.40  -1.22  0.53
H  0.72  2.06  1.02
H  -0.58  2.83  0.02
H  0.94  2.33  -0.79
H  -1.82  -2.23  -0.73
H  -1.76  -1.51  1.00
H  -0.46  -2.28  0.02
H  -1.99  0.04  -0.84

Results
Orbital gap in eV: 10.8
Lowest unoccupied orbital energy in eV: -11.37
Charge: +2

Stability check: which of them is most stable? three.

one.
The following is a quantum chemistry calculation of C4H10N2O in the gas phase, from OMol25.

Atoms and positions in Å:
O  -2.61  1.21  0.70
C  -1.48  1.52  0.91
C  -0.24  0.80  0.40
C  -0.53  -0.26  -0.65
C  0.61  -1.24  -0.88
N  0.84  -2.21  0.20
N  0.81  1.79  0.07
H  -1.19  2.32  1.63
H  -0.09  0.21  1.31
H  -1.31  -0.88  -0.20
H  -1.01  0.09  -1.56
H  0.45  -1.67  -1.87
H  1.61  -0.80  -0.97
H  0.11  -2.17  0.91
H  1.68  -1.98  0.71
H  1.72  1.36  0.19
H  0.63  1.91  -0.92

Results
Orbital gap in eV: 10.2
Lowest unoccupied orbital energy in eV: 0.67
SMILES string: NCC[C@@H](N)C=O

two.
The following is a quantum chemistry calculation of C4H10N2O in the gas phase, from OMol25.

Atoms and positions in Å:
O  -0.01  -0.70  2.13
C  0.27  -0.44  0.94
N  0.44  0.80  0.44
C  -0.39  1.20  -0.71
N  0.16  2.41  -1.43
C  0.58  -1.44  -0.08
C  -0.76  -2.00  -0.85
H  0.36  1.44  1.20
H  -1.50  1.04  -0.30
H  -0.23  0.35  -1.38
H  0.64  2.72  -0.63
H  -0.62  3.05  -1.61
H  1.30  -0.92  -0.65
H  0.96  -2.29  0.35
H  -1.42  -2.40  0.02
H  -0.45  -2.62  -1.63
H  -1.32  -1.26  -1.29

Results
Orbital gap in eV: 10.5
Lowest unoccupied orbital energy in eV: 0.81
SMILES string: CCC(=O)NCN

Stability check: which of them is most stable? one.

one.
The following is a quantum chemistry calculation of C3H5N3OS in the gas phase, from OMol25.

Atoms and positions in Å:
C  -1.33  -0.42  0.01
C  -3.42  0.10  0.03
C  0.64  0.88  0.10
N  -2.17  0.59  0.04
N  -2.08  -1.78  0.08
N  -0.04  -0.40  0.08
O  -3.43  -1.32  0.06
S  -4.88  0.83  -0.11
H  1.66  0.91  0.55
H  0.59  1.28  -0.93
H  -0.06  1.58  0.85
H  -1.94  -2.39  -0.69
H  0.58  -1.30  -0.11

Results
Orbital gap in eV: 8.5
Lowest unoccupied orbital energy in eV: 0.17
SMILES string: CNc1nc(=S)o[nH]1

two.
The following is a quantum chemistry calculation of C3H5N3OS in the gas phase, from OMol25.

Atoms and positions in Å:
C  -2.15  -0.11  0.25
C  0.29  0.44  -0.03
C  2.75  -0.04  -0.14
H  -3.72  0.89  -0.16
H  -2.70  -0.94  0.71
H  -0.55  -1.32  0.59
H  1.23  -1.26  -0.75
H  3.40  -0.85  -0.57
N  -2.66  0.93  -0.24
N  -0.78  -0.39  0.25
N  1.41  -0.36  -0.31
O  3.21  0.92  0.41
S  0.28  2.07  -0.01

Results
Orbital gap in eV: 8.5
Lowest unoccupied orbital energy in eV: 0.12
SMILES string: [H]/N=C/NC(=S)NC=O

Stability check: which of them is most stable? two.

one.
The following is a quantum chemistry calculation of C5H10N2O in the gas phase, from OMol25.

Atoms and positions in Å:
C  -0.88  0.33  1.58
C  -2.38  0.72  -0.42
C  1.80  -0.59  -0.15
C  -1.00  0.62  0.12
N  2.38  -1.07  -1.31
C  0.05  0.76  -0.69
O  1.39  0.75  -0.31
N  1.74  -1.16  0.97
H  3.00  -1.85  -1.23
H  2.58  -0.40  -2.04
H  2.24  -2.04  1.02
H  -0.08  0.96  -1.75
H  -1.37  1.13  2.15
H  0.16  0.23  1.89
H  -1.38  -0.62  1.82
H  -2.97  1.41  0.19
H  -2.39  1.08  -1.45
H  -2.88  -0.26  -0.39

Results
Orbital gap in eV: 9.8
Lowest unoccupied orbital energy in eV: 0.87
SMILES string: [H]/N=C(\N)OC=C(C)C

two.
The following is a quantum chemistry calculation of 3 unconnected molecules or ions with the total composition C5H10N2O, from OMol25.

Atoms and positions in Å:
C  -1.15  2.80  -0.71
C  -0.68  1.40  -1.16
C  -0.29  -0.05  0.93
C  0.09  -0.78  -0.30
C  1.50  -1.48  0.03
H  -1.75  3.08  -1.49
H  -0.59  3.54  -0.17
H  -2.07  2.41  -0.06
H  0.66  -0.27  1.64
H  -1.24  -0.12  1.46
H  -0.33  -1.41  -1.26
H  2.11  -0.76  0.46
H  2.21  -1.43  -0.99
H  2.37  -3.06  1.83
H  -0.44  -2.73  1.54
N  -0.03  0.62  -0.30
N  1.13  -2.70  0.72
O  -1.50  0.95  -2.18

Results
Orbital gap in eV: 8.0
Lowest unoccupied orbital energy in eV: -1.39

Stability check: which of them is most stable? one.